ORCA calculation (wB97M-V/def2-TZVPD) on a molecular structure, C14H42B4Br6O6S3V in a non-equilibrium geometry.

Geometry (Å):
V1 17.5100 4.3675 -16.5338
B1 18.5509 2.2874 -16.8311
H1 18.7867 2.5581 -17.9341
H2 19.0982 3.0506 -16.2130
H3 17.4373 2.3651 -16.6914
H4 18.8721 1.1936 -16.6493
B2 16.7411 6.5073 -16.7049
H5 17.2424 6.0009 -17.5750
H6 17.4244 6.1999 -15.8590
H7 16.6629 7.6484 -16.8395
H8 15.6870 6.0382 -16.5860
B3 17.3507 4.1707 -14.2659
H9 17.4064 4.0782 -13.1142
H10 17.1808 3.1920 -14.7881
H11 16.5068 4.8298 -14.6109
H12 18.3114 4.5748 -14.6876
B4 19.6298 5.2378 -17.2169
H13 20.5408 4.5380 -17.0956
H14 18.8532 4.7076 -17.8443
H15 19.1077 5.4186 -16.2345
H16 19.9970 6.2409 -17.6366
C1 19.9392 2.3906 -12.2012
Br1 21.3700 3.4288 -11.3236
Br2 19.6513 0.7159 -11.2321
Br3 20.4926 2.0706 -14.0474
H17 19.0851 3.0550 -12.2488
C2 15.2447 0.8855 -10.7259
Br4 16.1889 2.2369 -11.7600
Br5 14.3144 1.5918 -9.1592
Br6 16.3472 -0.6028 -10.2520
H18 14.4877 0.4960 -11.3923
C3 22.1280 5.9344 -14.2460
C4 20.7377 6.4956 -13.9806
C5 20.5699 7.7660 -14.8818
S1 22.0892 7.9446 -15.9274
O1 22.4600 9.3300 -15.9740
O2 21.9559 7.1046 -17.1002
C6 23.0410 7.0704 -14.7058
H19 22.0474 5.1138 -14.9595
H20 22.6490 5.5586 -13.3626
H21 20.5280 6.8529 -12.9635
H22 19.9372 5.7528 -13.9821
H23 20.8105 8.5780 -14.1938
H24 19.6297 7.9670 -15.3845
H25 23.1513 7.7190 -13.8333
H26 24.0267 6.9222 -15.1462
C7 13.6824 1.5115 -14.1801
C8 13.3308 0.6236 -15.3427
C9 13.8827 1.2759 -16.6583
S2 13.9605 3.0691 -16.3458
O3 12.9579 3.7426 -17.1263
O4 15.3323 3.5218 -16.4040
C10 13.3991 2.9389 -14.6310
H27 14.7599 1.4081 -14.0385
H28 13.0850 1.2619 -13.3044
H29 12.2652 0.4213 -15.4505
H30 13.8554 -0.3342 -15.3662
H31 13.1441 1.0246 -17.4158
H32 14.8674 0.9192 -16.9495
H33 12.3356 3.0886 -14.8497
H34 13.6859 3.7036 -13.9140
C11 16.2924 7.9359 -12.2547
C12 15.9197 8.9087 -11.1203
C13 17.1319 9.7941 -10.7967
S3 18.6081 8.8726 -11.3940
O5 19.5421 8.4651 -10.3704
O6 19.1627 9.5220 -12.5551
C14 17.6570 7.3939 -11.8920
H35 16.3433 8.5266 -13.1754
H36 15.5345 7.1847 -12.4690
H37 15.7063 8.3326 -10.2160
H38 15.0259 9.4470 -11.4297
H39 17.2087 9.9750 -9.7266
H40 16.9662 10.7573 -11.2770
H41 17.5708 6.8207 -10.9654
H42 18.1896 6.7984 -12.6295

Results
**2S+1**: 3
**Lowest unoccupied orbital energy (spin up / spin down)**: 1.5029 / 1.4976 eV
**Strongest force on any atom**: 0.0638 hartree/bohr
**HOMO energy (spin up / spin down)**: -6.28 / -6.42 eV
**Charge**: -1
**Orbital gap (spin up / spin down)**: 7.78 / 7.92 eV
**⟨S²⟩**: 2.0144